No. 1
100
Properties=species:S:1:pos:R:3 method="wB97M-V/def2-TZVPD" energy_ha=-4553.433177 homo_energy_ev="-7.633 / -7.540" charge=0 gap_ev="7.1 / 5.6" multiplicity=1 largest_force_ha_per_bohr=0.00427 e_above_lowest_kcal_mol=14.5
Pb -1.158 2.130 -1.475
C 2.472 -0.698 -4.663
C 2.437 -0.338 -3.215
C 3.551 -0.005 -2.528
C 3.468 0.374 -1.157
N 2.335 0.400 -0.539
N 1.202 0.067 -1.207
B -0.044 0.304 -0.376
N 0.309 0.811 1.042
N 0.297 -0.235 1.887
C 0.652 -0.075 3.121
C 1.048 1.202 3.598
C 1.064 2.267 2.763
C 1.482 3.629 3.211
C 0.680 2.057 1.391
S 0.709 3.337 0.279
C 0.637 -1.300 4.019
C 2.058 -1.545 4.543
C 0.164 -2.531 3.248
C -0.314 -1.037 5.194
N -1.017 -0.856 -0.271
N -0.425 -2.031 -0.548
C -1.130 -3.116 -0.526
C -2.518 -3.073 -0.221
C -3.116 -1.900 0.100
C -4.567 -1.806 0.436
C -2.303 -0.716 0.113
S -2.922 0.795 0.582
C -0.427 -4.414 -0.875
C -1.041 -4.947 -2.178
C 1.068 -4.179 -1.088
C -0.630 -5.427 0.256
C 1.166 -0.311 -2.521
S -0.263 -0.684 -3.300
C 4.702 0.777 -0.369
C 5.685 -0.400 -0.341
C 5.350 1.984 -1.065
C 4.336 1.167 1.062
H 3.496 -0.687 -5.033
H 1.872 0.007 -5.240
H 2.029 -1.681 -4.827
H 4.512 -0.014 -3.027
H 1.341 1.323 4.634
H 1.721 3.622 4.274
H 0.695 4.357 3.015
H 2.352 3.964 2.645
H 2.745 -1.741 3.718
H 2.063 -2.413 5.205
H 2.438 -0.693 5.109
H 0.816 -2.740 2.398
H -0.847 -2.397 2.859
H 0.170 -3.394 3.917
H 0.012 -0.187 5.796
H -0.351 -1.911 5.847
H -1.326 -0.835 4.837
H -3.100 -3.986 -0.239
H -5.042 -2.782 0.351
H -5.063 -1.098 -0.230
H -4.702 -1.422 1.448
H -0.908 -4.226 -2.987
H -2.109 -5.148 -2.072
H -0.553 -5.880 -2.464
H 1.239 -3.471 -1.899
H 1.547 -5.127 -1.342
H 1.538 -3.779 -0.189
H -1.685 -5.656 0.420
H -0.212 -5.054 1.194
H -0.125 -6.363 0.007
H 5.987 -0.704 -1.345
H 5.240 -1.263 0.158
H 6.587 -0.117 0.206
H 5.661 1.747 -2.083
H 6.235 2.301 -0.511
H 4.652 2.822 -1.108
H 3.864 0.339 1.592
H 3.646 2.012 1.073
H 5.246 1.450 1.595
S 0.739 2.976 -3.304
C 0.067 2.616 -4.806
C 0.947 2.844 -5.921
N 1.683 3.035 -6.785
C -1.214 2.107 -5.083
S -2.407 1.701 -3.984
C -1.541 1.868 -6.467
N -1.827 1.669 -7.562
C -3.724 4.024 2.164
N -3.674 3.997 0.723
C -4.659 3.572 -0.054
S -4.399 3.393 -1.735
N -5.849 3.282 0.490
C -6.964 2.749 -0.272
H -2.747 4.331 2.531
H -3.947 3.035 2.578
H -4.461 4.746 2.529
H -2.801 4.123 0.178
H -5.955 3.376 1.485
H -6.708 1.783 -0.707
H -7.244 3.428 -1.076
H -7.808 2.628 0.403
O -2.188 3.868 -1.402

---

No. 2
51
Properties=species:S:1:pos:R:3 method="wB97M-V/def2-TZVPD" energy_ha=-1724.847341 homo_energy_ev=-9.485 charge=0 gap_ev=8.5 multiplicity=1 largest_force_ha_per_bohr=0.05759 smiles="C[C@H](Cl)Cc1ccc2c(c1)C(=O)c1ccccc1C2=O.O.O.O.O.O.O"
C 3.828 -2.393 1.879
C 4.250 -0.943 1.401
Cl 6.039 -0.762 1.840
C 3.493 0.221 2.133
C 2.033 0.462 1.639
C 1.626 1.872 1.473
C 0.288 2.277 1.058
C -0.674 1.192 0.803
C -0.282 -0.224 0.940
C 1.069 -0.617 1.355
C -1.405 -1.278 0.655
O -1.219 -2.310 0.057
C -2.809 -0.876 1.218
C -3.702 -1.819 1.875
C -4.963 -1.300 2.393
C -5.353 0.100 2.286
C -4.466 1.047 1.616
C -3.202 0.544 1.092
C -2.160 1.484 0.397
O -2.490 2.329 -0.406
H 4.782 -2.989 1.930
H 3.200 -2.884 1.094
H 3.385 -2.419 2.904
H 4.191 -0.821 0.293
H 4.073 1.182 2.034
H 3.462 0.019 3.245
H 2.367 2.669 1.707
H -0.007 3.343 0.936
H 1.339 -1.686 1.477
H -3.388 -2.880 1.957
H -5.629 -2.024 2.921
H -6.323 0.457 2.710
H -4.733 2.125 1.541
O -2.270 -2.136 -3.030
H -2.007 -2.441 -2.155
H -1.444 -2.112 -3.531
O -0.729 2.615 -2.589
H -1.277 2.434 -1.809
H 0.130 2.245 -2.365
O 3.866 4.513 1.078
H 3.523 5.404 0.939
H 4.758 4.546 0.711
O 2.365 3.532 -1.782
H 2.476 2.579 -1.687
H 2.825 3.898 -1.016
O -0.224 -2.412 -5.217
H -0.782 -1.767 -5.670
H 0.606 -2.385 -5.706
O -3.050 -4.159 -5.673
H -3.188 -3.571 -4.919
H -2.199 -3.883 -6.031